The following is a DFT calculation (ωB97M-V/def2-TZVPD) of a cluster of 2 separate species, C7H21N5 in total in a non-equilibrium geometry.

Summary:
HOMO-LUMO gap = 0.289 hartree
DFT total energy = -552.33037 Eh
ΔE to the lowest compared entry with this formula, charge and spin = 120.0 kJ/mol
Total charge = +2
Maximum force = 4.56 eV/Å
LUMO = -7.060 eV

XYZ file:
```
33
C7H21N5 ωB97M-V/def2-TZVPD
H -1.44 -1.74 0.98
N 0.68 1.59 1.14
H 3.74 0.73 -0.94
H 5.24 -1.14 -1.12
C -3.36 -1.25 -0.90
H -4.14 -0.87 -1.38
C -3.01 -0.49 0.31
N -0.68 0.34 -0.89
H -3.56 -2.31 -0.73
C -2.28 -1.22 1.38
H -1.69 1.63 -1.93
H -0.22 2.14 -1.40
H 1.42 2.08 1.58
H -1.98 -0.78 2.32
H -2.76 -2.07 1.63
C -3.31 0.90 0.39
H 2.63 -1.02 1.21
H 4.74 -1.68 0.40
H 3.23 0.57 1.33
N -1.08 1.68 -1.13
H 0.08 2.17 0.62
H -4.22 1.32 -0.03
C 3.55 -0.16 -0.53
H -1.01 -0.26 -1.63
C 1.22 0.62 0.40
C 2.61 0.00 0.71
H 2.87 -0.68 -1.13
H -3.41 1.20 1.37
H -2.33 1.45 -0.09
H -2.49 -1.32 -1.56
N 4.84 -0.95 -0.24
H 5.46 -0.44 0.39
N 0.64 -0.04 -0.54
```

Mulliken atomic charge list, values in e, 4 entries:
1. H 0.35
2. N -0.42
3. H 0.39
4. H 0.35